ORCA calculation (ωB97M-V/def2-TZVPD) on a structure of composition C31H47NO9PPbS4Si.

```
95
Properties=species:S:1:pos:R:3:forces:R:3:lowdin_charge:R:1
Pb 0.293412 0.727655 1.786119 -0.1 0.3 0.3 1.085
C 0.592117 0.941307 7.404154 -0.1 0.0 0.0 -0.110
C -0.580102 0.201777 7.497222 0.0 0.0 0.0 -0.115
C -1.455793 0.149086 6.427795 0.1 0.0 0.0 -0.053
C -1.241487 0.834181 5.214316 0.2 0.1 -0.1 -0.100
C -0.028005 1.554417 5.153122 0.0 0.1 -0.2 -0.254
C 0.853875 1.606880 6.220114 0.1 0.0 0.1 -0.013
C -2.287340 0.761181 4.180097 -0.1 0.0 0.0 -0.248
C -3.611336 0.713745 4.630971 0.1 0.0 0.0 -0.067
C -4.672582 0.596019 3.768637 0.0 -0.1 -0.2 -0.061
C -4.414960 0.562429 2.359877 0.1 0.0 0.1 -0.181
C -5.422012 0.381267 1.406759 0.0 0.0 -0.1 -0.081
C -5.151935 0.428998 0.045052 0.0 0.0 0.0 -0.132
C -3.856051 0.716796 -0.370576 0.0 0.0 0.0 -0.113
C -2.843446 0.905175 0.556792 0.1 0.0 0.2 -0.057
C -3.061326 0.751993 1.941111 -0.1 -0.1 0.0 -0.220
N -2.007843 0.764385 2.828452 0.1 0.1 0.0 -0.008
H 1.295283 0.984905 8.226994 0.0 0.0 0.0 0.087
H -0.804164 -0.357223 8.399274 0.0 0.0 0.0 0.087
H -2.333652 -0.476693 6.510859 0.0 0.0 0.0 0.100
H 1.759813 2.185215 6.085282 0.0 0.0 0.0 0.123
H -3.801344 0.829464 5.690607 0.0 0.0 0.0 0.099
H -5.694577 0.582156 4.129547 0.0 0.0 0.0 0.086
H -6.433831 0.195611 1.757512 0.0 0.0 0.0 0.092
H -5.937188 0.251544 -0.682020 0.0 0.0 0.0 0.080
H -3.613509 0.794960 -1.423077 0.0 0.1 0.0 0.077
H -1.859711 1.171850 0.191074 0.0 -0.1 -0.1 0.029
C 3.251774 -4.786244 3.993229 0.0 0.1 -0.1 -0.088
C 2.876032 -3.452494 4.614321 0.0 0.0 -0.1 -0.322
O 3.370427 -2.336286 3.869802 0.0 -0.1 -0.1 -0.351
P 2.655742 -1.757772 2.542030 0.1 -0.1 0.2 -0.183
S 3.391823 0.027234 2.187827 -0.1 -0.1 0.0 0.205
S 0.673917 -1.970304 2.728511 0.1 0.0 -0.1 0.210
O 3.210613 -2.836340 1.473140 0.1 -0.1 0.1 -0.364
C 3.163387 -2.569870 0.066103 0.0 0.0 0.0 -0.333
C 3.627575 -3.816970 -0.650157 0.0 0.0 0.0 -0.078
H 2.907563 -5.601730 4.637345 0.0 0.0 0.0 0.069
H 4.334953 -4.860640 3.870660 0.0 0.0 0.0 0.074
H 2.789908 -4.888450 3.011182 0.0 0.0 0.0 0.063
H 3.323885 -3.347579 5.601007 0.0 0.0 0.1 0.109
H 1.794267 -3.367525 4.715198 -0.1 0.0 0.0 0.061
H 3.813686 -1.720260 -0.150676 0.0 0.0 0.0 0.087
H 2.149558 -2.300028 -0.230777 0.0 0.0 0.0 0.044
H 4.638142 -4.086605 -0.334664 0.0 0.0 0.0 0.071
H 3.627731 -3.646446 -1.730264 0.0 0.0 0.1 0.066
H 2.958971 -4.651576 -0.428004 0.0 0.0 0.0 0.074
O 0.748540 4.624616 3.900838 -0.1 0.0 -0.1 -0.316
S -0.198872 3.644768 3.429475 0.3 0.0 0.0 0.404
O -1.526061 3.743135 3.966243 -0.1 0.0 0.0 -0.280
O -0.097003 3.343797 1.998811 -0.1 0.2 0.2 -0.445
O 0.433409 2.187917 4.008523 -0.5 -0.3 -0.1 -0.333
C -2.602515 3.255427 -3.383934 -0.1 0.0 0.0 -0.040
C -1.167461 2.785989 -3.585120 0.0 -0.1 0.0 -0.648
C -0.944194 2.420207 -5.053086 0.1 -0.1 0.0 -0.033
C -0.202750 3.884767 -3.142538 0.1 -0.1 0.1 -0.024
O -1.005683 1.641273 -2.747294 0.0 0.1 0.0 -0.154
Si 0.142680 0.456880 -2.695384 0.0 -0.2 0.1 -0.129
S 0.358913 -0.360254 -0.821441 -0.2 -0.2 -0.6 0.275
O -0.237385 -0.685681 -3.849174 0.1 0.0 0.0 -0.160
C -1.200188 -1.730461 -3.883999 -0.1 0.1 0.0 -0.667
C -2.517187 -1.277264 -3.257906 0.0 0.1 0.1 -0.040
C -0.675480 -2.973680 -3.166866 0.1 0.1 0.1 -0.045
C -1.394144 -2.046180 -5.364805 0.0 0.0 -0.1 -0.045
O 1.495260 1.148471 -3.349455 0.2 0.2 0.1 -0.164
C 2.880826 0.818963 -3.240753 -0.1 -0.1 0.0 -0.655
C 3.082850 -0.670808 -3.513324 -0.1 0.0 0.0 -0.040
C 3.426608 1.187763 -1.861902 -0.1 0.0 0.0 -0.042
C 3.577700 1.651373 -4.308297 0.0 0.0 -0.1 -0.044
H -2.796841 4.148075 -3.986713 0.0 0.0 0.0 0.079
H -2.777023 3.490104 -2.331940 0.0 0.0 0.0 0.089
H -3.302066 2.469319 -3.682536 0.0 0.0 0.0 0.079
H -1.163235 3.280308 -5.692317 0.0 0.0 0.0 0.080
H -1.602363 1.592353 -5.332667 0.0 0.1 0.0 0.079
H 0.089240 2.105137 -5.214726 -0.1 0.0 0.0 0.076
H -0.345170 4.787111 -3.744715 0.0 0.0 0.0 0.081
H 0.825639 3.537950 -3.250235 0.0 0.0 0.0 0.070
H -0.379781 4.123045 -2.090884 0.0 0.0 -0.1 0.095
H -2.361681 -0.999497 -2.210911 0.0 -0.1 -0.1 0.060
H -3.254666 -2.083703 -3.298691 0.0 0.0 0.0 0.086
H -2.912748 -0.404287 -3.787367 0.0 -0.1 0.0 0.082
H -0.541598 -2.774356 -2.102716 0.0 0.0 0.0 0.050
H 0.291770 -3.268949 -3.587037 -0.1 0.0 0.0 0.083
H -1.386183 -3.797341 -3.289991 0.1 0.0 0.0 0.080
H -1.751649 -1.158569 -5.894164 0.0 -0.1 0.0 0.076
H -2.115309 -2.858494 -5.499748 0.0 0.0 0.0 0.078
H -0.436275 -2.345114 -5.799481 -0.1 0.0 0.0 0.080
H 2.529934 -1.256356 -2.771067 0.1 0.0 -0.1 0.058
H 4.144024 -0.931252 -3.451092 0.0 0.0 0.0 0.084
H 2.701965 -0.928540 -4.505780 0.0 0.0 0.1 0.086
H 2.965488 0.577051 -1.084076 0.0 0.0 0.0 0.023
H 3.204951 2.236255 -1.641595 0.0 -0.1 0.0 0.093
H 4.511356 1.039241 -1.833553 -0.1 0.0 0.0 0.086
H 3.170925 1.413911 -5.295521 0.0 0.0 0.1 0.082
H 4.653475 1.451716 -4.308294 0.0 0.0 0.0 0.079
H 3.417691 2.714692 -4.112715 0.0 0.0 0.0 0.081
```
Positions in Å, forces in eV/Å.

## Properties
**HOMO (alpha / beta)**: 0.17 / -2.81 eV
**Energy relative to the best compared isomer or geometry (same formula, charge and spin)**: 0.0 kcal/mol
**2S+1**: 2
**Charge**: -2
**DFT total energy**: -118594.8600 eV
**<S²>**: 0.7757
**E_LUMO (alpha / beta)**: 4.125 / 4.124 eV
**HOMO-LUMO gap (alpha / beta)**: 3.95 / 6.94 eV

---

ORCA calculation (ωB97M-V/def2-TZVPD) on a structure of composition C31H48BIrN2O2P2S in a non-equilibrium geometry.

```
88
Properties=species:S:1:pos:R:3:forces:R:3:lowdin_charge:R:1
Ir -0.439212 0.002179 -0.600440 -0.2 0.0 0.7 0.802
C 2.305137 -3.865707 -2.703145 0.0 0.1 0.0 -0.084
C 1.147882 -2.860418 -2.667560 -0.3 0.1 0.0 -0.666
C -0.086493 -3.511921 -3.288900 0.1 -0.1 0.0 -0.088
C 1.515492 -1.609823 -3.480673 0.0 0.0 0.0 -0.092
P 0.737090 -2.168198 -0.969906 0.3 1.2 0.2 1.096
C 2.481554 -1.822795 -0.371243 0.0 -0.5 0.1 -0.255
N 2.643932 -0.413286 -0.308454 0.6 0.2 0.0 -0.026
B 1.575325 0.499702 -0.470167 -0.3 -0.3 0.5 -0.683
N 2.129275 1.780331 -0.195968 0.3 0.2 -0.3 -0.039
C 1.275141 2.910614 0.005041 -0.1 0.3 0.1 -0.258
P -0.276807 2.207290 0.768126 0.8 -0.6 -0.8 1.078
C 0.187540 2.154632 2.593819 -0.3 -0.5 -0.1 -0.655
C 1.540530 1.440831 2.720114 0.0 0.1 -0.1 -0.073
C -0.845723 1.283237 3.321254 0.0 0.2 0.1 -0.121
C 0.279283 3.530272 3.247233 0.0 0.0 -0.1 -0.081
C -1.523695 3.529521 0.368731 -0.5 -0.4 -0.1 -0.683
C -2.779758 3.309524 1.223442 0.0 0.1 0.0 -0.090
C -1.901301 3.253629 -1.099618 0.0 0.0 0.0 -0.098
C -1.012778 4.964112 0.501188 0.1 -0.1 0.1 -0.077
C 3.480959 1.649382 0.094952 -0.1 0.0 -0.1 -0.180
C 4.443864 2.586741 0.425960 0.1 0.0 0.1 -0.019
C 5.722545 2.130782 0.737250 0.0 -0.1 0.0 -0.097
C 6.025198 0.771114 0.722390 0.0 0.0 0.0 -0.098
C 5.066381 -0.174859 0.370637 0.1 0.0 0.0 -0.010
C 3.799091 0.274130 0.041974 -0.2 0.0 0.0 -0.154
C 0.149758 -3.427928 0.272839 -0.5 0.2 -0.1 -0.675
C 0.240778 -2.745385 1.651935 0.1 -0.1 0.0 -0.109
C -1.331277 -3.710746 -0.029402 0.1 -0.1 -0.1 -0.092
C 0.940905 -4.733378 0.287081 0.0 0.0 -0.1 -0.084
H 2.332469 -4.306074 -3.702901 0.0 0.0 0.0 0.092
H 2.180024 -4.675599 -1.988103 0.0 0.0 -0.1 0.059
H 3.275974 -3.402121 -2.530559 0.0 0.0 -0.1 0.069
H 0.065061 -3.604645 -4.368702 0.1 -0.1 0.0 0.093
H -0.986118 -2.926099 -3.134570 0.0 0.0 -0.1 0.037
H -0.247869 -4.515686 -2.885993 0.0 0.0 0.0 0.081
H 1.797488 -1.909035 -4.493701 0.0 0.0 0.0 0.092
H 2.355605 -1.065127 -3.040181 0.0 0.0 0.0 0.076
H 0.663769 -0.928981 -3.543392 0.0 0.0 0.0 0.076
H 3.218470 -2.263555 -1.040414 0.0 -0.1 0.0 0.081
H 2.620394 -2.285532 0.610369 0.0 0.0 0.0 0.094
H 0.998678 3.377078 -0.942714 0.1 0.1 0.0 0.091
H 1.753535 3.666549 0.632254 -0.1 0.0 0.1 0.096
H 1.552571 0.501820 2.163178 0.0 0.0 0.1 0.073
H 1.714630 1.212770 3.774765 0.0 0.0 0.0 0.097
H 2.368902 2.057344 2.372541 0.0 0.0 0.0 0.080
H -0.934106 0.308963 2.848069 0.1 0.0 0.1 0.005
H -1.838186 1.733647 3.334597 0.0 0.0 0.0 0.069
H -0.523821 1.134802 4.356339 0.0 0.1 0.0 0.091
H 0.958134 4.195330 2.709268 0.0 0.0 0.0 0.076
H 0.670941 3.406973 4.260465 0.0 0.0 0.0 0.093
H -0.694850 4.012435 3.324789 0.0 0.0 0.0 0.069
H -3.093372 2.263620 1.190721 0.0 0.1 0.0 0.034
H -3.595928 3.921627 0.830176 0.0 0.0 0.0 0.092
H -2.620936 3.592491 2.265449 0.0 0.0 0.0 0.069
H -2.247332 2.225540 -1.233249 0.0 0.1 0.0 0.053
H -1.059059 3.412576 -1.777010 0.0 0.0 0.0 0.080
H -2.708087 3.928050 -1.398155 0.0 0.0 0.0 0.093
H -0.740158 5.220161 1.522843 0.0 0.0 0.0 0.061
H -1.811038 5.642807 0.189931 0.0 0.0 0.0 0.093
H -0.150343 5.148003 -0.141194 0.0 0.0 0.0 0.076
H 4.215129 3.645374 0.452727 0.0 0.0 0.0 0.109
H 6.491776 2.844820 1.000731 0.0 0.0 0.0 0.098
H 7.020191 0.443813 0.994264 0.0 0.0 0.0 0.098
H 5.302939 -1.231785 0.378308 0.0 0.0 -0.1 0.109
H -0.009637 -1.687159 1.590716 0.0 0.0 0.0 0.010
H 1.235726 -2.840930 2.092298 0.0 0.0 0.0 0.078
H -0.476774 -3.212361 2.330557 0.0 0.0 0.0 0.094
H -1.917521 -2.794368 0.019507 0.0 0.0 0.0 0.025
H -1.724041 -4.403800 0.719847 0.0 0.0 0.0 0.093
H -1.473765 -4.150718 -1.016511 0.0 0.0 0.0 0.071
H 2.017104 -4.567839 0.378821 0.0 0.0 0.0 0.078
H 0.750958 -5.324859 -0.609093 0.0 0.0 0.0 0.073
H 0.615828 -5.324051 1.147762 0.0 0.0 0.0 0.092
O -2.708445 -2.158303 -2.803309 -0.1 0.1 -0.3 0.057
C -2.733232 -1.129705 -2.158405 -0.1 0.3 0.3 -0.609
O -1.796360 -0.201103 -2.150589 0.1 -0.7 0.1 -0.247
C -3.948360 -0.789837 -1.361214 -0.1 0.0 -0.1 -0.171
C -5.195569 -0.876948 -1.975345 0.0 -0.1 0.0 -0.021
C -6.345347 -0.511272 -1.298345 0.0 0.0 0.0 -0.085
C -6.249811 -0.070314 0.018116 0.0 -0.1 0.1 -0.091
C -5.016901 -0.008834 0.643118 0.0 0.0 -0.1 -0.126
C -3.849315 -0.365368 -0.041706 0.0 0.3 0.3 -0.560
S -2.336222 -0.308976 0.856629 0.1 0.1 -0.5 0.673
H -5.246299 -1.254848 -2.988634 0.0 0.0 0.0 0.119
H -7.307279 -0.567018 -1.791912 0.0 0.0 0.0 0.099
H -7.140439 0.216230 0.564123 0.0 0.0 0.0 0.100
H -4.940390 0.316447 1.674133 0.0 0.0 0.0 0.097
```
Positions in Å, forces in eV/Å.

## Properties
**HOMO (alpha / beta)**: -7.02 / -7.05 eV
**DFT total energy**: -72933.1016 eV
**E_LUMO (alpha / beta)**: -1.031 / -1.081 eV
**HOMO-LUMO gap (alpha / beta)**: 5.99 / 5.97 eV